Below is a molecular structure, C17H32Cl2NiO5Si2Te, with properties calculated with ωB97M-V with the def2-TZVPD basis set.

## Properties
HOMO (alpha / beta) ... -7.93 / -7.04 eV
Net charge ... 0
Kohn-Sham gap (alpha / beta) ... 8.05 / 5.08 eV
Molar mass ... 629.81 g mol⁻¹
Energy above the lowest of the compared OMol25 structures with the same formula, charge and spin ... 215.6 kJ/mol
Multiplicity ... 3
Electronic energy ... -117523.274 eV
Largest force on an atom ... 0.7 eV/Å

The geometry in XYZ format:
```
60
Properties=species:S:1:pos:R:3:forces:R:3:lowdin_charge:R:1
Te -2.687 0.028 -0.978 -0.02 -0.10 -0.14 1.657
Ni 1.220 -0.014 -0.642 -0.43 -0.25 0.44 0.106
Cl 0.229 2.181 -1.829 -0.11 0.14 -0.08 0.611
Cl 2.703 0.776 -2.210 0.31 0.03 -0.16 0.697
Si -1.929 -3.293 -1.544 0.01 0.02 -0.02 0.447
Si -5.102 0.801 -3.152 -0.04 -0.01 -0.06 0.391
O -0.600 -0.305 0.289 0.07 0.11 -0.16 -0.279
O -2.133 0.159 1.809 0.07 -0.02 -0.05 -0.033
O 1.068 -2.489 2.167 0.07 0.07 0.01 0.042
O 2.064 -1.411 0.471 0.11 -0.06 -0.14 -0.103
O 1.705 1.674 1.069 0.01 0.08 -0.07 -0.121
C 1.534 -1.488 1.637 -0.05 0.06 0.08 -0.626
C -4.886 2.570 -2.570 -0.01 -0.08 0.00 -0.192
C 0.137 0.587 2.416 -0.15 0.01 0.03 -0.088
C 0.617 1.980 1.950 -0.13 0.11 0.05 -0.254
C -6.896 0.514 -3.608 0.10 0.02 0.01 -0.180
C -3.996 0.470 -4.630 -0.05 0.03 0.08 -0.185
C 1.323 2.694 3.109 -0.03 0.03 -0.04 -0.092
C 1.961 2.389 -2.127 0.02 -0.01 -0.02 -0.881
C -4.646 -0.392 -1.759 0.04 0.19 0.06 -0.537
C -0.648 -3.607 -0.245 0.02 0.08 -0.05 -0.165
C 2.668 1.929 3.157 0.04 -0.01 0.00 -0.095
C -1.608 -4.334 -3.073 0.01 0.08 0.07 -0.182
C 1.493 -0.180 2.471 -0.01 -0.16 -0.05 -0.098
C 2.473 0.912 2.028 0.15 -0.11 0.03 -0.247
C -0.950 0.089 1.467 0.10 -0.05 0.12 -0.621
C -3.652 -3.683 -0.905 0.07 0.05 -0.04 -0.189
C -1.805 -1.478 -2.162 -0.07 -0.10 0.13 -0.505
H -5.271 3.260 -3.323 -0.01 0.02 -0.03 0.034
H -0.612 -4.143 -3.476 0.05 0.02 -0.02 0.034
H -0.332 0.656 3.396 0.02 -0.02 -0.04 0.154
H -4.405 -3.677 -1.693 -0.05 0.01 -0.04 0.025
H 2.849 1.441 4.113 0.01 0.00 0.01 0.115
H -7.555 0.731 -2.767 -0.02 0.01 0.05 0.033
H -4.662 -1.425 -2.095 -0.01 -0.13 -0.02 -0.007
H -3.645 -4.685 -0.473 0.03 -0.04 0.01 0.036
H 3.508 2.590 2.946 0.00 -0.01 0.00 0.111
H -0.421 -4.674 -0.186 -0.03 -0.05 0.01 0.045
H -5.361 -0.290 -0.941 -0.01 0.01 0.06 0.020
H 2.394 2.921 -1.287 -0.03 -0.04 0.00 0.037
H -4.072 -0.567 -4.960 -0.01 -0.04 -0.01 0.035
H -7.077 -0.515 -3.917 0.01 -0.06 -0.01 0.032
H 1.689 -0.487 3.499 -0.01 0.03 -0.02 0.151
H 0.755 2.633 4.036 -0.02 0.00 0.02 0.116
H 0.289 -3.086 -0.450 0.04 -0.01 -0.02 0.028
H -2.334 -4.145 -3.863 -0.05 0.03 -0.04 0.027
H -4.284 1.105 -5.469 -0.01 0.02 -0.03 0.034
H -3.842 2.828 -2.389 0.04 -0.01 -0.01 0.013
H -0.745 -1.224 -2.226 0.05 0.04 0.00 -0.004
H -0.946 -3.282 0.751 -0.05 0.04 0.03 0.037
H -2.259 -1.368 -3.149 -0.02 -0.02 0.00 0.004
H -1.659 -5.394 -2.821 -0.01 -0.06 0.02 0.032
H -5.438 2.751 -1.646 -0.03 0.00 0.04 0.037
H -7.188 1.165 -4.433 -0.02 0.04 -0.05 0.032
H -2.947 0.677 -4.409 0.04 0.01 0.02 0.024
H -0.132 2.571 1.424 0.01 0.00 -0.02 0.156
H 3.375 0.537 1.552 -0.03 0.00 0.00 0.158
H 2.102 2.889 -3.079 0.02 0.02 0.04 0.036
H 1.474 3.746 2.870 -0.01 -0.01 0.01 0.112
H -3.971 -3.000 -0.116 0.00 0.04 0.04 0.028
```
Forces are in eV/Å.

***

Below is a molecular structure, C30H45Cl2N2PRu at a distorted geometry, with properties calculated with ωB97M-V with the def2-TZVPD basis set.

## Properties
HOMO (alpha / beta) ... -1.94 / -3.98 eV
Net charge ... -1
Kohn-Sham gap (alpha / beta) ... 4.59 / 6.63 eV
Molar mass ... 636.65 g mol⁻¹
Multiplicity ... 6
Electronic energy ... -71737.117 eV
Largest force on an atom ... 6.8 eV/Å

The geometry in XYZ format:
```
81
Properties=species:S:1:pos:R:3:forces:R:3:lowdin_charge:R:1
Ru -0.049 0.195 3.153 0.90 -2.94 -2.14 0.708
Cl -2.108 -0.500 2.446 -1.87 -0.78 -0.85 -0.184
Cl 2.141 0.219 2.558 1.95 0.03 -0.98 -0.235
P 0.034 -0.736 -1.212 -0.05 0.38 0.00 1.112
N 0.422 -0.724 5.041 0.36 -1.25 1.80 -0.080
N -1.113 -2.406 4.751 -0.41 -0.56 0.11 0.103
C 0.057 3.396 2.333 -0.05 0.84 -0.65 -0.107
C 1.132 -1.696 7.569 -0.26 -0.03 -0.38 -0.094
C -3.000 2.103 -1.840 0.08 -0.10 0.00 -0.200
C 3.328 -0.017 -3.872 -0.03 -0.03 0.04 -0.206
C 1.370 -0.107 5.779 -0.32 -0.70 0.18 -0.168
C -0.076 4.659 1.760 0.01 -0.37 0.26 -0.120
C 1.617 -0.095 -2.030 -0.28 -0.43 0.28 -0.449
C -1.399 0.160 -2.050 0.35 -0.29 0.23 -0.453
C 0.140 -2.323 6.835 -0.04 0.00 -0.10 -0.037
C -3.037 2.233 -3.366 0.11 0.00 0.01 -0.213
C 1.092 -3.292 -1.570 -0.20 -0.08 0.03 -0.221
C -0.107 -2.423 -1.991 0.04 0.28 -0.43 -0.491
C 1.798 1.412 -1.786 0.13 -0.03 -0.01 -0.219
C 1.907 -0.458 -3.493 0.06 0.18 -0.03 -0.215
C -0.791 5.658 2.429 -0.04 0.20 -0.08 -0.148
C -1.530 -4.525 -2.185 0.09 0.13 0.00 -0.209
C -1.344 0.340 -3.568 -0.21 0.16 -0.03 -0.216
C 3.574 1.471 -3.602 -0.10 -0.02 0.01 -0.213
C -2.675 0.920 -4.070 0.05 -0.03 0.01 -0.207
C -1.679 1.498 -1.342 -0.13 -0.03 -0.04 -0.219
C -0.430 1.733 4.081 -1.31 6.23 2.39 -0.389
C -1.366 5.390 3.682 -0.01 0.08 0.02 -0.138
C -0.195 -1.822 5.551 0.49 0.60 0.05 -0.371
C -0.543 3.118 3.569 0.16 -2.03 1.22 -0.342
C -0.334 -5.389 -1.775 0.02 0.15 0.08 -0.216
C -1.441 -3.097 -1.627 0.17 -0.12 0.08 -0.215
C 1.759 -0.572 7.028 0.16 0.52 -0.35 -0.090
C 0.996 -4.717 -2.130 -0.06 0.10 -0.01 -0.208
C -1.246 4.140 4.263 0.25 0.08 -0.38 -0.085
C 3.218 1.858 -2.163 -0.10 -0.14 0.01 -0.200
H -1.719 1.350 -0.253 0.05 0.02 -0.26 0.090
H -1.914 6.183 4.200 0.14 -0.20 -0.14 0.086
H 3.928 1.379 -1.477 -0.08 0.08 -0.04 0.116
H -2.464 -4.986 -1.847 0.07 -0.01 -0.08 0.104
H -1.647 -3.190 5.105 0.21 0.39 -0.10 0.098
H 4.622 1.716 -3.806 -0.08 0.00 -0.01 0.101
H 3.311 2.941 -2.027 0.05 -0.10 0.00 0.106
H 1.806 -1.538 -3.664 0.03 0.21 0.05 0.093
H -0.081 -2.257 -3.084 -0.01 -0.37 0.19 0.093
H -4.031 2.564 -3.688 0.08 0.00 0.00 0.101
H -1.495 -1.894 3.943 0.12 -0.24 0.32 -0.076
H -1.536 -3.122 -0.531 -0.01 0.02 -0.13 0.118
H -0.526 1.026 -3.834 -0.21 -0.08 0.07 0.098
H -3.824 1.452 -1.520 0.06 0.06 0.02 0.113
H -1.570 -4.473 -3.282 -0.02 -0.02 0.06 0.110
H 1.810 0.766 5.303 -0.05 -0.13 0.15 0.075
H 1.426 -2.058 8.553 -0.15 0.00 -0.21 0.100
H 1.834 -5.310 -1.748 -0.07 0.00 -0.08 0.104
H 0.384 4.858 0.793 -0.07 0.06 0.13 0.087
H 2.369 -0.621 -1.408 -0.09 0.27 -0.16 0.105
H -3.468 0.185 -3.879 0.04 0.02 -0.03 0.110
H -1.141 -0.616 -4.074 -0.03 0.19 0.10 0.103
H -2.331 3.013 -3.678 0.00 -0.05 0.01 0.109
H -0.398 -6.371 -2.256 0.00 0.04 0.05 0.100
H -0.731 1.684 5.151 -0.21 -0.07 -0.45 0.025
H 1.071 1.974 -2.394 0.15 -0.12 0.10 0.098
H -2.629 1.068 -5.155 -0.07 0.01 0.06 0.102
H -0.858 2.201 -1.544 -0.17 -0.11 0.07 0.097
H 2.043 -2.839 -1.888 -0.25 -0.06 0.09 0.095
H -3.161 3.080 -1.371 -0.02 -0.11 -0.05 0.109
H -2.290 -2.511 -2.006 0.22 -0.14 0.10 0.096
H -0.899 6.646 1.980 0.01 -0.22 0.12 0.077
H 2.970 2.069 -4.296 -0.01 -0.04 0.03 0.109
H 1.602 1.653 -0.731 -0.01 -0.08 -0.22 0.103
H 2.541 -0.027 7.547 -0.12 -0.18 0.06 0.094
H 0.630 2.599 1.853 -0.16 0.34 0.03 0.044
H 1.181 0.032 -4.155 0.22 -0.08 0.11 0.094
H 4.042 -0.605 -3.278 -0.04 0.03 -0.06 0.112
H 3.518 -0.250 -4.926 0.04 0.03 0.09 0.103
H 1.097 -4.680 -3.224 0.01 0.00 0.06 0.110
H -2.252 -0.508 -1.835 0.17 0.25 0.05 0.096
H 1.115 -3.338 -0.471 0.02 0.04 -0.12 0.121
H -1.682 3.910 5.238 0.07 0.12 -0.29 0.095
H -0.406 -3.194 7.200 0.23 0.22 0.01 0.100
H -0.370 -5.561 -0.692 0.01 0.03 -0.06 0.112
```
Forces are in eV/Å.

***

Below is a molecular structure, C14H23LiN3O5 at a distorted geometry, with properties calculated with ωB97M-V with the def2-TZVPD basis set.

## Properties
HOMO (alpha / beta) ... -9.36 / -10.07 eV
Net charge ... +1
Kohn-Sham gap (alpha / beta) ... 5.57 / 6.28 eV
Molar mass ... 320.29 g mol⁻¹
Energy above the lowest of the compared OMol25 structures with the same formula, charge and spin ... 628.7 kJ/mol
Electronic energy ... -29794.518 eV
Largest force on an atom ... 4.7 eV/Å

The geometry in XYZ format:
```
46
Properties=species:S:1:pos:R:3:forces:R:3:lowdin_charge:R:1
O -1.373 -2.836 2.091 1.86 -0.04 -1.41 0.046
O -4.300 -0.859 1.549 -0.69 0.53 0.88 0.008
O -1.275 -0.557 0.694 0.21 -0.60 -0.53 -0.031
O 0.486 -4.006 1.629 0.16 0.44 -0.39 0.087
O -6.288 -0.361 2.603 0.65 -0.30 -0.63 -0.006
N -4.381 0.340 3.491 -0.12 -0.25 0.28 0.019
N -2.950 0.285 3.505 -0.19 0.45 0.02 0.012
N -0.010 -2.364 0.196 -0.40 -0.21 0.56 0.083
C -1.835 0.108 -1.756 2.86 0.67 -0.37 0.130
C 5.283 2.648 -0.750 0.95 -0.52 -0.11 -0.076
C -0.754 -1.243 -0.199 0.85 0.64 3.20 -0.406
C 1.319 -2.808 -0.236 0.39 0.68 -0.10 -0.070
C -4.959 -0.347 2.463 0.02 -0.64 -0.41 -0.555
C 2.483 2.193 -3.177 -3.17 -1.12 -1.10 0.028
C 1.516 -4.051 0.599 -0.01 -1.05 0.38 -0.079
C 3.843 2.238 -1.053 2.10 1.83 -3.12 -0.326
C 3.101 1.684 -0.049 -1.62 -0.08 0.87 0.038
C -0.374 -3.020 1.380 -1.42 -0.25 0.96 -0.443
C 3.530 2.579 -2.398 3.17 0.96 3.29 -0.340
C -7.047 -1.079 1.583 0.05 0.08 0.15 0.006
C 4.520 3.359 -3.284 -0.19 0.27 0.20 -0.059
C -0.965 -0.918 -1.539 -0.12 0.70 -3.20 -0.065
Li -2.379 -1.144 2.049 -0.22 -0.26 0.11 0.671
H -6.384 -1.440 0.793 -0.14 0.12 0.23 0.090
H -4.881 0.319 4.383 0.37 0.26 -0.50 0.169
H 5.425 2.755 -3.462 -0.22 0.30 0.12 0.091
H -1.647 0.984 -1.067 -1.84 -1.21 -0.37 0.122
H 5.956 2.197 -1.475 0.19 -0.13 -0.14 0.067
H 1.404 -2.994 -1.309 -0.22 0.01 0.12 0.136
H 4.055 3.535 -4.267 0.22 0.00 0.35 0.079
H 2.484 -4.102 1.112 -0.30 0.15 -0.20 0.140
H -2.642 1.136 3.023 0.02 -0.19 0.39 0.113
H 2.609 1.284 -3.759 -0.69 -0.02 0.01 0.080
H 5.698 2.367 0.210 -0.44 -0.15 0.42 0.074
H 1.782 2.988 -3.420 -0.12 -0.37 -0.73 0.077
H 2.149 2.144 0.253 0.02 -0.88 -0.51 0.064
H 2.082 -2.075 0.054 -0.32 0.14 -0.25 0.137
H -2.648 0.368 4.475 -0.01 -0.10 -0.25 0.112
H -0.375 -1.350 -2.393 -1.34 -0.42 0.96 0.140
H -7.783 -0.378 1.189 0.13 -0.11 0.06 0.099
H 3.594 1.029 0.650 0.14 0.28 0.48 0.047
H 4.788 4.335 -2.851 0.13 -0.33 -0.15 0.085
H 1.384 -4.976 0.023 -0.13 0.22 0.23 0.138
H -2.173 0.224 -2.780 -0.13 0.47 0.19 0.081
H 5.481 3.721 -0.859 -0.51 -0.10 0.11 0.085
H -7.547 -1.911 2.083 0.09 0.13 -0.10 0.100
```
Forces are in eV/Å.

***

Below is 2 unconnected molecules or ions with the total composition C25H26O5S at a distorted geometry, with properties calculated with ωB97M-V with the def2-TZVPD basis set.

## Properties
HOMO ... -5.90 eV
Net charge ... 0
Kohn-Sham gap ... 3.71 eV
Molar mass ... 438.54 g mol⁻¹
Energy above the lowest of the compared OMol25 structures with the same formula, charge and spin ... 701.5 kJ/mol
Electronic energy ... -47411.200 eV
Largest force on an atom ... 4.7 eV/Å

The geometry in XYZ format:
```
57
Properties=species:S:1:pos:R:3:forces:R:3:lowdin_charge:R:1
S -0.482 -1.362 -2.202 -0.33 0.70 -0.67 1.054
O 2.100 -2.928 0.602 -0.57 0.60 -0.62 0.111
O -0.669 -2.536 0.900 -0.35 -0.57 -0.41 -0.043
O -0.183 -1.053 -3.620 -0.07 0.12 1.36 -0.427
O -0.118 0.036 -1.277 -0.33 -0.57 -0.37 -0.253
O 2.211 -1.097 -0.710 -0.35 -0.71 0.15 -0.033
C 3.662 -1.208 -0.743 -0.21 -0.22 0.15 -0.189
C -0.847 4.336 0.234 -0.07 -0.61 -0.06 -0.083
C -0.519 -3.951 0.557 -0.03 0.17 0.35 0.014
C 2.657 1.191 2.076 0.19 -0.05 -0.12 -0.023
C 1.779 1.094 0.989 -0.15 0.04 0.33 -0.026
C 3.418 0.487 4.397 0.13 0.00 0.14 -0.055
C -4.364 -0.842 -3.270 0.14 -0.17 0.24 -0.069
C 0.630 0.331 1.165 0.07 0.21 0.43 -0.188
C 0.275 -0.133 2.446 0.19 -0.27 -0.41 -0.012
C -2.074 3.609 -1.736 0.07 -0.47 0.44 -0.074
C 2.425 0.528 3.283 -0.33 0.14 -0.25 -0.280
C -4.418 -1.302 -0.904 0.21 -0.04 -0.22 -0.063
C -5.095 -1.007 -2.091 0.28 0.09 -0.04 -0.076
C -2.024 2.263 -1.271 -0.53 1.56 -1.02 -0.093
C -1.404 2.054 -0.093 0.26 -0.34 0.93 -0.026
C -2.297 -1.237 -2.073 -0.26 -0.07 -0.34 -0.319
C -0.812 2.992 0.697 -0.07 1.50 -0.45 -0.107
C -2.975 -0.982 -3.262 -0.20 0.18 -0.02 -0.080
C -3.022 -1.434 -0.896 -0.36 -0.06 0.18 -0.068
C 1.196 -0.102 3.468 -0.29 0.10 0.22 -0.028
C -0.266 -0.330 0.124 -2.16 3.97 -1.45 -0.365
C 4.199 0.027 -1.410 0.08 0.29 -0.10 -0.063
C 1.542 -1.986 0.058 1.36 -0.33 1.05 -0.398
C -1.491 4.632 -0.976 0.10 -0.19 -0.01 -0.110
C 0.072 -1.654 0.258 2.82 -3.80 0.13 -0.282
H -4.981 -1.435 0.021 0.22 0.01 -0.24 0.108
H -4.864 -0.619 -4.208 0.02 -0.06 0.16 0.106
H -2.532 -1.700 0.036 -0.16 0.08 -0.26 0.098
H 3.585 1.748 1.966 -0.13 0.00 -0.02 0.113
H -0.689 -0.644 2.557 0.46 0.14 0.10 0.138
H 3.757 0.205 -2.392 -0.01 -0.14 0.08 0.090
H -0.669 -4.091 -0.512 -0.04 0.11 -0.05 0.099
H 3.892 -0.497 4.450 0.07 0.09 -0.03 0.086
H 4.187 1.244 4.263 0.13 0.01 0.08 0.075
H 3.954 -2.106 -1.303 -0.24 0.09 0.24 0.131
H 2.918 0.649 5.355 0.12 0.07 -0.03 0.080
H -6.183 -0.908 -2.097 0.36 -0.02 0.02 0.107
H 5.276 -0.099 -1.533 0.03 0.05 -0.04 0.082
H 1.953 1.619 0.042 0.06 -0.49 0.39 0.134
H 0.451 -4.331 0.858 -0.02 0.14 0.00 0.085
H -1.301 -0.038 0.389 0.32 -0.51 0.16 0.129
H -2.545 3.832 -2.695 0.08 -0.04 0.25 0.098
H -1.303 -4.439 1.119 -0.19 -0.09 0.01 0.097
H -1.518 5.666 -1.338 0.03 -0.46 0.13 0.099
H 4.035 0.914 -0.797 -0.01 -0.06 -0.02 0.063
H -0.336 5.120 0.800 -0.29 -0.19 -0.10 0.097
H -2.405 -0.887 -4.180 -0.03 0.07 0.11 0.105
H -0.324 2.775 1.640 0.09 -0.13 0.02 0.096
H 4.040 -1.283 0.286 -0.22 -0.14 -0.24 0.129
H 0.968 -0.600 4.411 0.05 0.25 -0.15 0.121
H -2.473 1.469 -1.858 0.04 0.00 -0.07 0.086
```
Forces are in eV/Å.

***

Below is 2 unconnected molecules or ions with the total composition C7H12 at a distorted geometry, with properties calculated with ωB97M-V with the def2-TZVPD basis set.

## Properties
HOMO ... -6.81 eV
Net charge ... 0
Kohn-Sham gap ... 5.53 eV
Molar mass ... 96.17 g mol⁻¹
Energy above the lowest of the compared OMol25 structures with the same formula, charge and spin ... 802.3 kJ/mol
Electronic energy ... -7445.117 eV
Largest force on an atom ... 1.5 eV/Å

The geometry in XYZ format:
```
19
Properties=species:S:1:pos:R:3:forces:R:3:lowdin_charge:R:1
C 1.349 0.584 0.422 0.10 -0.04 1.09 0.104
C -0.004 0.602 0.381 -0.23 0.22 -0.74 -0.161
C -2.846 0.751 0.434 -0.61 0.46 0.38 -0.202
C -0.730 0.684 -0.821 0.54 0.32 1.39 -0.211
C 2.179 -1.325 -0.803 -0.67 -1.18 -0.04 -0.084
C 2.239 -0.563 0.543 0.66 -0.16 -0.76 -0.255
C -2.069 0.347 -0.762 -0.31 0.09 -1.16 -0.100
H 2.405 -0.726 -1.682 -0.18 0.14 0.10 0.080
H -2.831 0.067 1.276 0.22 -0.47 0.17 0.056
H 1.191 -1.792 -0.864 -0.14 0.55 -0.43 0.076
H -2.593 1.743 0.838 0.41 -0.06 -0.01 0.077
H -0.110 0.930 -1.676 -0.40 -0.57 -0.57 0.085
H -0.560 0.444 1.306 0.20 0.35 0.19 0.115
H -1.123 -1.965 1.200 0.14 -0.12 0.10 0.033
H -3.913 0.832 0.210 0.03 -0.19 -0.22 0.056
H 2.807 -2.219 -0.849 0.52 0.43 0.43 0.078
H 3.263 -0.287 0.764 0.14 0.20 0.05 0.094
H 1.893 -1.244 1.321 -0.25 -0.04 0.12 0.113
H -0.645 -2.304 1.666 -0.14 0.08 -0.10 0.045
```
Forces are in eV/Å.